[1]
Computed, not measured: a structure of composition C53H57BrFKN8O4PS, with wB97M-V/def2-TZVPD.

Computed properties:
molecular weight: 1071.132 g mol⁻¹
energy relative to the best compared isomer or geometry (same formula, charge and spin): 1.079 eV

ORCA input file:
```
! RIJCOSX wB97M-V def2-TZVPD def2/J DEFGRID3
* xyz -1 1
K 0.901 0.341 0.558
C -1.239 -0.921 -2.807
C -0.078 0.066 -2.787
C -0.399 1.501 -3.099
C 0.092 2.110 -4.248
C -0.069 3.474 -4.415
C -0.720 4.189 -3.424
C -1.214 3.489 -2.334
N -1.083 2.178 -2.174
N -0.904 -2.129 -2.062
C -1.997 -3.064 -1.974
C -3.153 -2.652 -1.087
C -4.280 -3.477 -1.044
C -5.318 -3.158 -0.192
C -5.210 -2.011 0.585
C -4.068 -1.239 0.456
N -3.057 -1.547 -0.362
C 0.287 -2.789 -2.547
C 0.929 -3.756 -1.581
C 1.784 -4.739 -2.080
C 2.536 -5.486 -1.193
C 2.403 -5.237 0.165
C 1.492 -4.271 0.566
N 0.760 -3.552 -0.280
H -1.535 -1.154 -3.848
H -2.097 -0.462 -2.312
H 0.723 -0.250 -3.457
H 0.346 0.050 -1.782
H 0.644 1.521 -4.970
H 0.336 3.974 -5.286
H -0.830 5.263 -3.476
H -1.717 4.020 -1.530
H -1.607 -3.999 -1.563
H -2.406 -3.312 -2.974
H -4.321 -4.362 -1.669
H -6.197 -3.788 -0.132
H -5.992 -1.717 1.273
H -3.939 -0.319 1.018
H 1.059 -2.034 -2.705
H 0.122 -3.296 -3.518
H 1.876 -4.881 -3.150
H 3.227 -6.238 -1.557
H 2.982 -5.778 0.902
H 1.360 -4.045 1.618
C 7.820 -2.889 1.592
C 6.978 -3.904 0.825
C 7.818 -4.500 -0.298
C 6.967 -5.255 -1.304
C 5.967 -4.306 -1.893
C 5.609 -4.331 -3.221
C 4.645 -3.445 -3.691
F 4.326 -3.492 -5.009
C 4.006 -2.569 -2.867
C 4.343 -2.541 -1.507
C 3.547 -1.682 -0.602
O 2.644 -0.981 -1.051
C 3.902 -1.801 0.797
C 4.976 -2.538 1.147
N 5.741 -3.290 0.300
C 5.368 -3.364 -1.032
C 3.091 -1.175 1.936
O 3.720 -0.583 2.821
O 1.854 -1.397 1.860
H 8.735 -3.375 1.936
H 7.313 -2.479 2.462
H 8.093 -2.061 0.936
H 6.681 -4.712 1.504
H 8.572 -5.146 0.154
H 8.349 -3.692 -0.813
H 6.443 -6.075 -0.797
H 7.579 -5.701 -2.089
H 6.063 -5.038 -3.904
H 3.236 -1.898 -3.225
H 5.265 -2.556 2.189
Br 0.528 3.524 1.535
C 1.951 4.433 0.633
C 2.326 5.636 1.158
C 3.340 6.382 0.521
C 3.920 5.901 -0.615
C 3.530 4.652 -1.165
C 4.128 4.176 -2.354
C 3.744 2.964 -2.856
C 2.768 2.190 -2.188
C 2.112 2.564 -1.026
C 2.527 3.849 -0.535
H 1.845 6.011 2.051
H 3.645 7.334 0.940
H 4.694 6.469 -1.122
H 4.888 4.779 -2.841
H 4.203 2.589 -3.768
H 2.552 1.214 -2.628
C -2.748 -2.616 4.650
N -1.550 -3.104 3.975
C -0.445 -3.101 4.931
N -0.216 -1.815 5.582
C -1.460 -1.386 6.206
N -2.602 -1.310 5.295
C -2.404 -0.246 4.296
P -0.914 -0.485 3.209
C -1.239 -2.268 2.806
C 0.262 -0.818 4.612
H -3.019 -3.340 5.425
H -3.563 -2.562 3.923
H 0.469 -3.400 4.415
H -0.672 -3.838 5.709
H -1.309 -0.406 6.665
H -1.711 -2.105 6.993
H -2.315 0.714 4.811
H -3.294 -0.180 3.664
H -0.351 -2.645 2.295
H -2.061 -2.335 2.094
H 0.451 0.122 5.139
H 1.212 -1.137 4.180
O -2.851 1.452 1.322
S -3.083 2.647 0.456
C -4.553 3.487 1.171
C -5.665 3.486 0.129
C -5.522 2.162 -0.617
C -4.048 2.071 -0.981
H -4.270 4.471 1.539
H -4.800 2.845 2.019
H -5.531 4.316 -0.572
H -6.644 3.609 0.595
H -6.160 2.111 -1.501
H -5.797 1.331 0.038
H -3.793 2.712 -1.826
H -3.668 1.070 -1.180
*
```

=====

[2]
Computed, not measured: a structure of composition C28H28BN9O4PTi, with wB97M-V/def2-TZVPD.

Computed properties:
molecular weight: 644.244 g mol⁻¹
expectation value of S²: 0.752
energy relative to the best compared isomer or geometry (same formula, charge and spin): 0.000 eV

ORCA input file:
```
! RIJCOSX wB97M-V def2-TZVPD def2/J DEFGRID3
* xyz 0 2
Ti 1.023 0.826 -0.452
C -2.792 0.903 1.642
C -1.703 0.216 1.103
N -1.054 0.989 0.242
N -1.693 2.181 0.204
C -2.735 2.150 1.062
B -0.992 3.420 -0.418
N 0.226 3.721 0.495
C 0.573 4.783 1.241
C 1.678 4.446 1.995
C 1.951 3.125 1.647
N 1.077 2.694 0.744
N -0.472 3.104 -1.849
C -0.862 3.645 -3.017
C -0.152 3.045 -4.036
C 0.684 2.133 -3.393
N 0.493 2.187 -2.079
N -1.997 4.552 -0.526
C -3.263 4.452 -1.011
C -3.760 5.721 -1.160
C -2.710 6.552 -0.723
N -1.653 5.849 -0.362
H -3.511 0.545 2.357
H -1.341 -0.780 1.302
H -3.357 3.017 1.204
H 0.005 5.694 1.170
H 2.199 5.066 2.702
H 2.714 2.461 2.023
H -1.608 4.421 -3.046
H -0.228 3.243 -5.090
H 1.387 1.423 -3.797
H -3.699 3.493 -1.237
H -4.732 6.006 -1.520
H -2.680 7.628 -0.666
O 2.599 -2.386 -1.233
C 1.599 -1.766 -1.512
O 1.588 -0.499 -1.903
C 0.208 -2.397 -1.478
P -0.993 -1.239 -2.269
C -0.759 -1.647 -4.040
C 0.447 -2.106 -4.566
C 0.590 -2.311 -5.932
C -0.465 -2.060 -6.795
C -1.671 -1.599 -6.282
C -1.814 -1.393 -4.920
C -2.616 -2.016 -1.940
C -2.902 -3.369 -2.115
C -4.165 -3.864 -1.832
C -5.163 -3.010 -1.377
C -4.893 -1.662 -1.201
C -3.624 -1.170 -1.479
H -0.067 -2.546 -0.431
H 0.257 -3.380 -1.948
H 1.294 -2.310 -3.925
H 1.535 -2.674 -6.318
H -0.351 -2.224 -7.859
H -2.505 -1.402 -6.944
H -2.763 -1.037 -4.534
H -2.134 -4.039 -2.483
H -4.375 -4.917 -1.970
H -6.149 -3.399 -1.158
H -5.667 -0.994 -0.845
H -3.403 -0.119 -1.329
N 3.287 0.902 -0.338
C 3.747 0.077 0.802
C 2.577 -0.296 1.714
O 2.756 -0.535 2.884
O 1.411 -0.313 1.112
H 3.495 0.433 -1.214
H 3.733 1.811 -0.346
H 4.500 0.595 1.393
H 4.181 -0.853 0.435
*
```

=====

[3]
Computed, not measured: an isolated molecule of C4H5OPS, with wB97M-V/def2-TZVPD.

Computed properties:
molecular weight: 132.124 g mol⁻¹
SMILES: OP1(=S)C=CC=C1
energy relative to the best compared isomer or geometry (same formula, charge and spin): 0.421 eV

ORCA input file:
```
! RIJCOSX wB97M-V def2-TZVPD def2/J DEFGRID3
* xyz 0 1
O -1.538 -0.298 1.509
P -1.039 -0.407 -0.079
S -2.360 -0.954 -1.400
C -0.358 1.233 -0.448
C 0.992 1.094 -0.488
C 1.587 -0.140 -0.028
C 0.679 -1.088 0.245
H -2.039 -1.209 1.665
H -0.905 2.145 -0.687
H 1.709 1.969 -0.797
H 2.667 -0.209 -0.116
H 0.606 -2.135 0.624
*
```

=====

[4]
Computed, not measured: an isolated molecule of C2H3NO2, with wB97M-V/def2-TZVPD.

Computed properties:
molecular weight: 73.051 g mol⁻¹
SMILES: C=[N+]([O-])C=O
energy relative to the best compared isomer or geometry (same formula, charge and spin): 3.697 eV

ORCA input file:
```
! RIJCOSX wB97M-V def2-TZVPD def2/J DEFGRID3
* xyz 0 1
C 1.042 0.481 0.012
N -0.235 0.502 0.057
O -0.922 1.573 0.055
C -0.852 -0.859 0.117
O -1.998 -1.102 -0.044
H 1.396 1.463 -0.352
H 1.497 -0.506 0.111
H 0.071 -1.552 0.043
*
```

=====

[5]
Computed, not measured: a cluster of 2 separate species, C6H4Cl2FNO2S in total, with wB97M-V/def2-TZVPD.

Computed properties:
molecular weight: 244.074 g mol⁻¹
energy relative to the best compared isomer or geometry (same formula, charge and spin): 0.798 eV

ORCA input file:
```
! RIJCOSX wB97M-V def2-TZVPD def2/J DEFGRID3
* xyz 0 1
C 0.070 1.240 -0.231
C 1.534 1.603 -0.087
C 0.715 -1.074 -0.250
C -0.252 -0.171 -0.736
C 2.357 0.623 0.172
C 1.955 -0.745 0.181
N -3.548 -1.679 0.309
O -2.184 0.120 1.222
O -1.320 -0.473 -1.222
F -0.690 2.187 -0.896
S -3.213 -0.203 0.294
Cl 4.031 0.745 0.605
Cl 3.061 -1.993 0.502
H -0.353 1.371 0.787
H 1.793 2.693 0.092
H 0.389 -2.091 -0.607
H -4.346 -2.152 -0.133
*
```

=====

[6]
Computed, not measured: an isolated molecule of C4H8O2, with wB97M-V/def2-TZVPD.

Computed properties:
molecular weight: 88.106 g mol⁻¹
SMILES: OCC[C@H]1CO1
energy relative to the best compared isomer or geometry (same formula, charge and spin): 2.101 eV

ORCA input file:
```
! RIJCOSX wB97M-V def2-TZVPD def2/J DEFGRID3
* xyz 0 1
O -0.387 -1.194 1.602
C -0.289 0.209 1.621
C 0.417 0.774 0.383
C -0.266 0.450 -0.938
C 0.255 -0.597 -1.819
O -0.922 -0.823 -1.053
H -0.805 -1.424 0.757
H -1.276 0.688 1.743
H 0.309 0.467 2.502
H 0.476 1.865 0.476
H 1.445 0.392 0.371
H -0.843 1.253 -1.397
H 1.129 -1.158 -1.488
H 0.104 -0.547 -2.897
*
```

=====

[7]
Computed, not measured: a structure of composition C6H10O, with wB97M-V/def2-TZVPD.

Computed properties:
molecular weight: 98.145 g mol⁻¹
energy relative to the best compared isomer or geometry (same formula, charge and spin): 4.509 eV

ORCA input file:
```
! RIJCOSX wB97M-V def2-TZVPD def2/J DEFGRID3
* xyz 0 1
C 1.235 -1.401 -0.726
C 0.992 -0.225 0.184
O 1.610 0.942 -0.339
C 0.015 1.725 0.056
C -0.854 1.091 -0.960
C -0.419 0.311 0.278
C -1.432 -0.220 1.256
H 0.749 -2.295 -0.325
H 0.835 -1.194 -1.724
H 2.307 -1.595 -0.822
H 1.356 -0.446 1.203
H 1.038 2.099 0.277
H -1.920 1.328 -0.940
H -0.440 0.965 -1.955
H -1.769 -1.220 0.958
H -0.991 -0.293 2.255
H -2.312 0.427 1.323
*
```

=====

[8]
Computed, not measured: a structure of composition C36H54BN9OPtS3Si2, with wB97M-V/def2-TZVPD.

Computed properties:
molecular weight: 987.153 g mol⁻¹
energy relative to the best compared isomer or geometry (same formula, charge and spin): 0.046 eV

ORCA input file:
```
! RIJCOSX wB97M-V def2-TZVPD def2/J DEFGRID3
* xyz 0 1
Pt -0.107 -0.077 -0.623
C 4.165 -2.075 0.277
C 3.372 -2.967 1.220
C 4.359 -3.670 2.157
C 2.553 -3.964 0.414
N 2.404 -2.189 2.069
C 1.939 -2.715 3.257
C 1.095 -1.814 3.794
N 1.020 -0.746 2.937
B 0.100 0.437 3.325
N -1.407 0.198 3.086
C -2.313 0.937 3.820
C -3.550 0.601 3.415
N -3.413 -0.359 2.426
C -2.089 -0.595 2.233
S -1.360 -1.668 1.118
C -4.558 -1.000 1.706
C -5.869 -0.456 2.267
C -4.520 -2.510 1.936
C -4.474 -0.645 0.224
N 0.518 1.828 2.760
C 1.267 2.668 3.551
C 1.209 3.903 3.018
N 0.433 3.828 1.878
C 0.071 2.528 1.703
S -0.906 1.910 0.402
C -0.140 5.053 1.206
C 0.161 5.067 -0.283
C 0.490 6.292 1.836
C -1.645 5.068 1.468
C 1.776 -1.011 1.859
S 1.919 0.072 0.500
H 4.901 -2.706 -0.224
H 4.696 -1.284 0.810
H 3.538 -1.622 -0.481
H 5.165 -4.088 1.555
H 3.910 -4.496 2.708
H 4.795 -2.966 2.867
H 3.221 -4.579 -0.192
H 1.878 -3.420 -0.244
H 1.966 -4.621 1.058
H 2.271 -3.661 3.636
H 0.550 -1.832 4.720
H 0.222 0.553 4.520
H -1.994 1.644 4.565
H -4.502 0.964 3.747
H -5.989 -0.681 3.328
H -6.684 -0.940 1.730
H -5.965 0.620 2.111
H -4.584 -2.735 3.002
H -3.611 -2.951 1.535
H -5.377 -2.965 1.436
H -4.491 0.439 0.092
H -5.333 -1.071 -0.297
H -3.562 -1.029 -0.225
H 1.734 2.321 4.454
H 1.628 4.822 3.375
H 1.230 4.956 -0.465
H -0.164 6.023 -0.692
H -0.376 4.282 -0.800
H 1.573 6.312 1.704
H 0.251 6.388 2.896
H 0.078 7.161 1.327
H -2.134 4.189 1.051
H -2.090 5.936 0.982
H -1.847 5.120 2.540
C 1.206 2.440 -2.531
Si 1.120 0.580 -2.579
C 0.259 0.068 -4.157
C 2.881 -0.059 -2.682
C 3.954 0.822 -2.528
C 5.265 0.408 -2.731
C 5.527 -0.900 -3.109
C 4.475 -1.790 -3.276
C 3.171 -1.373 -3.059
H 1.690 2.823 -3.434
H 1.758 2.797 -1.660
H 0.198 2.853 -2.491
H 0.493 0.824 -4.911
H -0.824 -0.010 -4.092
H 0.648 -0.887 -4.508
H 3.774 1.851 -2.239
H 6.079 1.110 -2.603
H 6.547 -1.223 -3.279
H 4.671 -2.813 -3.576
H 2.358 -2.075 -3.175
N -1.873 0.263 -1.656
C -2.333 1.177 -2.219
C -2.891 2.245 -2.872
C -2.964 2.246 -4.290
N -3.020 2.248 -5.441
C -3.322 3.356 -2.101
N -3.667 4.246 -1.453
C -1.086 -4.312 -1.168
Si -0.590 -2.925 -2.338
C -2.170 -2.265 -3.085
C 0.375 -3.769 -3.711
O 0.350 -1.798 -1.584
H -1.925 -4.861 -1.606
H -1.403 -3.940 -0.192
H -0.275 -5.025 -1.014
H -2.619 -3.055 -3.694
H -2.017 -1.397 -3.727
H -2.890 -1.984 -2.313
H -0.247 -4.585 -4.091
H 1.309 -4.214 -3.360
H 0.605 -3.113 -4.552
*
```

=====

[9]
Computed, not measured: an isolated molecule of C10H21BNO2, with wB97M-V/def2-TZVPD.

Computed properties:
E: -16971.3681 eV
molecular weight: 198.095 g mol⁻¹
expectation value of S²: 0.754

ORCA input file:
```
! RIJCOSX wB97M-V def2-TZVPD def2/J DEFGRID3
* xyz 0 2
C 3.395 -1.755 0.032
B 2.140 -1.405 -0.862
O 2.142 -1.765 -2.206
C 0.915 -0.675 -0.189
C -0.434 -1.164 -0.749
C -1.645 -0.466 -0.127
C -2.855 -0.810 -1.002
C -1.918 -1.020 1.294
N -1.473 1.017 -0.138
O -1.896 1.594 -1.202
C -0.174 1.532 0.366
C -0.033 1.384 1.893
C -0.103 3.028 0.044
C 0.975 0.848 -0.350
H 3.799 -0.824 0.434
H 3.112 -2.360 0.888
H 4.180 -2.232 -0.540
H 2.650 -1.111 -2.721
H 0.927 -0.944 0.865
H -0.499 -2.235 -0.594
H -0.437 -0.962 -1.818
H -3.718 -0.218 -0.728
H -2.629 -0.715 -2.054
H -3.096 -1.851 -0.817
H -1.941 -0.262 2.062
H -2.884 -1.505 1.315
H -1.198 -1.789 1.540
H 0.609 0.562 2.177
H 0.441 2.275 2.277
H -0.987 1.304 2.395
H 0.749 3.466 0.548
H 0.029 3.205 -1.013
H -0.990 3.540 0.396
H 0.925 1.068 -1.414
H 1.923 1.245 -0.001
*
```

=====

[10]
Computed, not measured: a structure of composition C25H30BaN3O9, with wB97M-V/def2-TZVPD.

Computed properties:
E: -49994.2866 eV
molecular weight: 653.855 g mol⁻¹

ORCA input file:
```
! RIJCOSX wB97M-V def2-TZVPD def2/J DEFGRID3
* xyz -1 1
O 2.321 0.579 -0.425
C 2.864 1.422 -1.503
C 4.253 0.848 -1.317
H 2.817 2.488 -1.240
H 2.410 1.203 -2.470
C 3.663 0.067 -0.138
H 4.951 1.592 -0.955
H 4.627 0.238 -2.144
C 4.168 0.607 1.189
H 4.231 1.703 1.144
H 5.177 0.218 1.372
H 3.511 0.306 2.014
C 3.765 -1.433 -0.290
H 3.597 -1.724 -1.336
H 3.049 -1.949 0.362
H 4.782 -1.733 -0.009
Ba -0.418 1.536 0.133
C -1.164 -1.703 -1.213
C -1.504 -0.810 -2.265
C -0.309 -0.419 -2.929
H -2.500 -0.510 -2.554
C 0.770 -1.105 -2.311
C 0.245 -1.893 -1.242
H 0.817 -2.559 -0.598
H -1.864 -2.187 -0.539
H -0.249 0.244 -3.792
H 1.806 -1.101 -2.648
C -1.485 -0.575 2.738
C -0.543 -1.396 2.061
C 0.734 -0.779 2.157
H -0.754 -2.364 1.604
C 0.585 0.433 2.895
C -0.790 0.559 3.244
H -1.203 1.326 3.889
H -2.526 -0.830 2.924
H 1.673 -1.212 1.821
H 1.387 1.108 3.204
O 5.869 3.119 -1.183
C 7.122 2.374 -1.130
C 8.264 3.262 -1.642
H 7.036 1.469 -1.763
H 7.287 2.034 -0.091
C 7.556 4.481 -2.284
H 8.881 2.717 -2.362
H 8.895 3.576 -0.806
C 6.072 4.367 -1.877
H 7.652 4.436 -3.373
H 7.993 5.419 -1.933
H 5.420 4.389 -2.766
H 5.785 5.191 -1.205
O -7.583 -0.901 3.011
N -7.441 -0.943 1.773
O -8.240 -1.541 1.021
C -6.303 -0.270 1.172
C -5.393 0.441 1.982
C -4.280 1.052 1.403
C -3.935 0.755 0.023
O -2.730 0.786 -0.371
C -5.015 0.287 -0.806
C -6.122 -0.317 -0.224
N -4.917 0.440 -2.249
O -5.791 -0.111 -2.951
O -3.987 1.120 -2.734
N -3.341 1.789 2.215
O -3.484 1.756 3.450
O -2.393 2.444 1.666
H -5.543 0.510 3.058
H -6.845 -0.827 -0.855
*
```

=====

[11]
Computed, not measured: a structure of composition C4H8ClNS, with wB97M-V/def2-TZVPD.

Computed properties:
molecular weight: 137.635 g mol⁻¹
energy relative to the best compared isomer or geometry (same formula, charge and spin): 1.894 eV

ORCA input file:
```
! RIJCOSX wB97M-V def2-TZVPD def2/J DEFGRID3
* xyz 0 1
C -0.304 -0.732 0.315
C -1.735 -0.843 0.728
C -0.179 0.603 -0.494
C 1.205 1.286 -0.402
N -1.182 1.528 -0.075
S -2.379 0.831 0.634
Cl -4.711 -0.294 0.210
H 0.332 -0.550 1.146
H 0.078 -1.659 -0.165
H -2.360 -1.292 0.016
H -1.809 -1.055 1.839
H -0.374 0.429 -1.664
H 1.936 0.719 -0.778
H 1.370 1.357 0.600
H 1.076 2.127 -1.032
*
```